1.
{
  "formula": "C21H29N2O12P",
  "method": "ωB97M-V with the def2-TZVPD basis set",
  "symbols": ["C", "C", "C", "C", "C", "O", "O", "C", "O", "C", "C", "C", "N", "P", "N", "O", "H", "H", "H", "H", "H", "H", "H", "H", "H", "H", "H", "H", "H", "H", "H", "H", "H", "H", "H", "H", "H", "O", "C", "C", "C", "O", "C", "O", "C", "C", "O", "H", "H", "H", "H", "O", "C", "C", "C", "O", "C", "O", "C", "C", "O", "H", "H", "H", "H"],
  "xyz": [[1.483, -2.611, -4.466], [1.116, -1.574, -5.630], [2.156, -1.883, -6.846], [1.328, -0.039, -5.255], [0.667, 0.385, -3.851], [-0.288, -0.267, -3.415], [1.212, 1.541, -3.238], [1.863, 1.258, -1.975], [2.655, 2.445, -1.680], [2.755, -0.067, -1.957], [4.042, -0.011, -1.012], [4.269, -1.331, -0.119], [4.447, -2.580, -0.896], [0.531, 1.233, -0.570], [1.462, 1.445, 0.943], [-0.147, -0.320, -0.413], [0.882, -3.565, -4.683], [2.614, -2.797, -4.543], [1.294, -2.232, -3.414], [0.064, -1.745, -6.047], [1.705, -1.679, -7.867], [2.521, -2.950, -6.706], [3.062, -1.183, -6.729], [0.814, 0.637, -6.031], [2.424, 0.257, -5.244], [3.271, 2.476, -2.452], [3.129, -0.380, -2.999], [2.102, -0.933, -1.594], [4.964, 0.063, -1.694], [4.087, 0.871, -0.299], [5.262, -1.154, 0.433], [3.482, -1.428, 0.710], [5.394, -2.668, -1.271], [3.724, -2.715, -1.609], [2.307, 0.862, 0.940], [1.675, 2.448, 0.990], [0.185, -0.794, 0.394], [-2.308, -2.050, 7.020], [-1.967, -1.920, 5.859], [-2.931, -1.710, 4.774], [-2.516, -1.589, 3.512], [-3.396, -1.392, 2.495], [-1.071, -1.664, 3.158], [-0.735, -1.567, 1.991], [-0.105, -1.849, 4.243], [-0.518, -1.967, 5.507], [0.364, -2.137, 6.525], [-3.977, -1.660, 5.043], [-2.848, -1.339, 1.685], [0.942, -1.884, 3.974], [-0.182, -2.196, 7.333], [-4.791, 0.820, 3.587], [-4.669, 1.959, 3.174], [-4.933, 3.131, 4.014], [-4.804, 4.364, 3.521], [-5.042, 5.460, 4.287], [-4.393, 4.597, 2.107], [-4.304, 5.738, 1.687], [-4.105, 3.428, 1.272], [-4.230, 2.193, 1.764], [-3.964, 1.101, 0.999], [-5.232, 2.950, 5.037], [-4.882, 6.226, 3.702], [-3.791, 3.612, 0.253], [-4.126, 0.327, 1.572]],
  "homo_ev": -8.292,
  "lumo_ev": -1.708,
  "homo_lumo_gap_ev": 6.6,
  "total_energy_ev": -59083.6976,
  "smiles": "CC(C)CC(=O)O[C@](O)(CCCN)P(N)O.O=C1C=C(O)C(=O)C=C1O.O=C1C=C(O)C(=O)C=C1O"
}

***

2.
{
  "formula": "C21H29N3O3S",
  "method": "ωB97M-V with the def2-TZVPD basis set",
  "symbols": ["C", "C", "C", "C", "N", "C", "C", "N", "C", "C", "O", "C", "C", "C", "C", "C", "S", "O", "O", "N", "C", "C", "C", "C", "C", "C", "C", "C", "H", "H", "H", "H", "H", "H", "H", "H", "H", "H", "H", "H", "H", "H", "H", "H", "H", "H", "H", "H", "H", "H", "H", "H", "H", "H", "H", "H", "H"],
  "xyz": [[5.088, 1.745, -4.827], [4.418, 1.797, -3.406], [4.107, 0.308, -2.842], [3.035, -0.190, -3.800], [2.958, -1.594, -3.097], [3.604, -2.724, -3.481], [2.891, -3.833, -2.774], [2.145, -3.313, -1.828], [2.099, -1.913, -1.964], [1.343, -1.208, -1.201], [1.303, 0.063, -1.629], [0.456, -1.338, -0.208], [0.953, -2.570, 0.716], [0.095, -2.844, 1.764], [-0.988, -2.321, 2.054], [-1.546, -1.231, 1.123], [-2.827, -0.473, 1.610], [-3.537, -0.919, 2.851], [-3.672, -0.460, 0.479], [-2.587, 1.047, 1.533], [-1.752, 1.434, 2.969], [-0.931, 2.566, 2.847], [0.050, 2.975, 4.139], [-1.786, 3.849, 2.505], [-2.522, 3.697, 1.125], [-3.465, 4.773, 0.806], [-3.307, 2.225, 1.376], [-0.684, -0.901, 0.249], [5.353, 2.837, -5.080], [4.410, 1.283, -5.420], [5.939, 1.149, -5.070], [3.391, 2.322, -3.403], [5.293, 2.332, -2.750], [5.115, -0.217, -3.006], [3.931, 0.397, -1.899], [3.468, -0.619, -4.747], [2.144, 0.200, -3.590], [3.920, -2.942, -4.433], [3.131, -4.675, -2.616], [1.628, -3.214, 0.511], [0.420, -3.910, 2.422], [-1.810, -2.627, 2.718], [-1.005, 0.740, 3.054], [-2.489, 1.614, 3.837], [-0.115, 2.480, 1.891], [0.605, 2.182, 4.407], [0.442, 3.768, 4.022], [-0.838, 3.101, 4.820], [-1.079, 4.797, 2.288], [-2.383, 4.162, 3.244], [-1.602, 3.334, 0.471], [-4.282, 4.688, 1.734], [-4.183, 4.501, -0.190], [-2.786, 5.631, 0.903], [-3.720, 1.821, 0.477], [-4.002, 2.488, 2.320], [-0.969, 0.160, -0.340]],
  "homo_ev": -8.902,
  "lumo_ev": -1.172,
  "homo_lumo_gap_ev": 7.7,
  "total_energy_ev": -43676.5940,
  "smiles": "CCCCn1ccnc1C(=O)c1cccc(S(=O)(=O)N2C[C@H](C)C[C@H](C)C2)c1"
}

***

3.
{
  "formula": "C21H29N3O4",
  "method": "ωB97M-V with the def2-TZVPD basis set",
  "symbols": ["C", "C", "N", "C", "C", "C", "C", "C", "O", "C", "O", "C", "C", "C", "N", "N", "C", "C", "C", "C", "C", "C", "C", "O", "C", "C", "C", "O", "H", "H", "H", "H", "H", "H", "H", "H", "H", "H", "H", "H", "H", "H", "H", "H", "H", "H", "H", "H", "H", "H", "H", "H", "H", "H", "H", "H", "H"],
  "xyz": [[-3.338, -2.573, 0.188], [-3.726, -1.532, 1.239], [-2.984, -0.293, 1.109], [-3.633, 0.803, 0.419], [-3.933, 0.532, -1.073], [-4.100, 1.861, -1.825], [-2.656, 2.203, -2.217], [-1.902, 0.868, -2.041], [-2.873, -0.113, -1.733], [-1.719, -0.112, 1.541], [-1.111, 0.931, 1.342], [-1.102, -1.215, 2.393], [0.421, -1.158, 2.312], [0.889, -1.745, 1.035], [0.193, -2.386, 0.155], [1.036, -2.727, -0.848], [2.204, -2.281, -0.528], [3.457, -2.318, -1.317], [3.577, -1.025, -2.156], [3.269, 0.162, -1.287], [4.207, 0.654, -0.385], [3.869, 1.635, 0.521], [2.572, 2.149, 0.556], [2.317, 3.075, 1.520], [1.000, 3.568, 1.636], [1.640, 1.691, -0.368], [1.993, 0.706, -1.272], [2.185, -1.653, 0.672], [-3.877, -3.498, 0.374], [-3.580, -2.213, -0.807], [-2.269, -2.769, 0.205], [-3.583, -1.935, 2.246], [-4.786, -1.285, 1.136], [-4.574, 1.043, 0.926], [-2.957, 1.657, 0.503], [-4.806, -0.121, -1.166], [-4.711, 1.703, -2.714], [-4.567, 2.628, -1.210], [-2.238, 2.968, -1.563], [-2.596, 2.563, -3.242], [-1.392, 0.539, -2.948], [-1.173, 0.932, -1.226], [-1.431, -2.201, 2.081], [-1.421, -1.036, 3.424], [0.763, -0.121, 2.358], [0.878, -1.704, 3.143], [3.447, -3.192, -1.966], [4.296, -2.381, -0.622], [4.587, -0.964, -2.564], [2.865, -1.075, -2.981], [5.210, 0.251, -0.385], [4.589, 2.010, 1.232], [0.274, 2.758, 1.753], [0.729, 4.177, 0.767], [0.998, 4.194, 2.527], [0.631, 2.070, -0.370], [1.249, 0.337, -1.965]],
  "homo_ev": -8.150,
  "lumo_ev": 0.818,
  "homo_lumo_gap_ev": 9.0,
  "total_energy_ev": -34907.9115,
  "smiles": "CCN(C[C@H]1CCCO1)C(=O)CCc1nnc(CCc2ccc(OC)cc2)o1"
}